The following is a quantum chemistry calculation of a molecular structure, C6H9N3 at a distorted geometry, from the Open Molecules 2025 dataset.

ORCA input file:
```
! wB97M-V def2-TZVPD RIJCOSX def2/J DEFGRID3
* xyz 0 1
C 2.7531 -0.2817 0.5075
C 0.4898 -0.0193 1.7437
C -0.7795 0.2179 1.3270
C -1.7370 0.0239 -0.9883
C -2.9849 0.5364 -0.8849
C 0.4866 -0.0329 -0.4601
H 3.4982 0.1315 1.4621
H 3.0762 -1.5594 0.5543
H 3.0510 0.1067 -0.6537
H 1.0495 0.1919 2.6637
H -1.8982 0.5692 1.5671
H -1.4522 -1.2832 -1.8211
H -3.1956 1.5399 -0.0499
H -3.9030 -0.2950 -1.3441
H 0.0490 0.3691 -2.4561
N 1.4553 0.0160 0.5839
N -0.7991 0.1886 -0.0545
N 0.8410 -0.4199 -1.6967
*
```

Values from the calculation:
HOMO   -8.03 eV
Largest force on an atom   9.65 eV/A


The following is a quantum chemistry calculation of C2H3BrFN in the gas phase at a distorted geometry, from the Open Molecules 2025 dataset.

ORCA input file:
```
! wB97M-V def2-TZVPD RIJCOSX def2/J DEFGRID3
* xyz 0 1
F -1.0322 1.7992 -0.0926
C -0.6187 0.2253 0.0825
Br -2.2786 -0.7794 -0.1191
C 0.6295 -0.1203 -0.4868
N 0.3997 0.1481 0.9746
H 0.8950 -1.1891 -0.7871
H 1.3303 0.4497 -1.1220
H 0.6749 -0.5335 1.5505
*
```

Values from the calculation:
HOMO   -10.63 eV
SMILES string   F[C@@]1(Br)CN1
Largest force on an atom   4.74 eV/A


The following is a quantum chemistry calculation of C3H6F2O in the gas phase at a distorted geometry, from the Open Molecules 2025 dataset.

ORCA input file:
```
! wB97M-V def2-TZVPD RIJCOSX def2/J DEFGRID3
* xyz 0 1
C 0.4943 1.1571 0.3263
C 0.2994 -0.2038 -0.5044
O 1.2996 -1.1137 -0.2786
C -1.0516 -0.7261 -0.2185
F -1.1122 -0.7489 1.1588
F -1.9786 0.1194 -0.6010
H -0.1529 2.0126 -0.1015
H 1.4887 1.4914 0.3153
H 0.2097 1.0306 1.3921
H 0.1976 -0.0359 -1.5621
H 1.5528 -1.1861 0.6417
H -1.2469 -1.7966 -0.5680
*
```

Values from the calculation:
HOMO   -10.74 eV
SMILES string   C[C@@H](O)C(F)F
Largest force on an atom   3.12 eV/A


What is the largest force on an atom in the third record?
3.12 eV/A


Among the records above, which one has the lowest HOMO?
C3H6F2O